ORCA calculation (ωB97M-V/def2-TZVPD) on a single C3H6NP molecule.

Element x y z (Å)
C  -0.1323  0.8165  0.2010
C  0.6842  -0.3808  0.5375
C  0.5984  -1.4961  -0.1682
N  -2.4896  -1.0679  0.2947
P  -1.9223  0.2694  0.0406
H  -0.0727  1.6021  0.9585
H  0.1466  1.2519  -0.7641
H  1.3135  -0.3246  1.4172
H  -0.0409  -1.5643  -1.0365
H  1.1769  -2.3694  0.0803
H  -2.4841  1.5045  -0.3936

## Properties
Net charge = 0
Energy relative to the best compared isomer or geometry (same formula, charge and spin) = 50.2 kcal/mol
Electronic energy = -13983.651 eV
E_LUMO = 0.008 Eh